Entry 1:
This record from OMol25 describes one molecule with the formula C11H16N3P in a non-equilibrium geometry. The level of theory is wB97M-V/def2-TZVPD.

- lowest unoccupied orbital energy (eV) = 0.571
- frontier orbital gap (eV) = 8.99
- M (g mol⁻¹) = 221.24
- E_HOMO (Eh) = -0.309
- total energy (Eh) = -934.28080
- energy relative to the best compared isomer or geometry (same formula, charge and spin) (kcal per mole) = 15.2
- SMILES string = CPc1nccc2c(C(C)(C)C)n[nH]c12

Geometry as ORCA input:
```
! RIJCOSX wB97M-V def2-TZVPD def2/J DEFGRID3
* xyz 0 1
H -3.16 2.48 -0.11
C 0.42 -0.33 -0.17
H -3.66 -0.82 0.28
H -2.43 -0.72 1.54
H -2.24 -1.71 0.04
C -2.60 -0.77 0.48
P 4.52 0.73 -0.63
H -3.60 0.17 -1.70
C -2.13 0.46 -0.23
H -3.85 1.32 0.87
H 2.09 -3.28 -0.13
C 1.54 0.50 -0.16
C -2.89 1.68 0.54
C 2.95 -0.20 -0.34
H -0.20 -2.34 -0.04
H 3.48 1.59 1.40
H 5.14 2.36 1.02
C 4.66 1.50 1.06
H 1.65 2.65 -0.03
C -0.67 0.56 -0.14
H -2.69 1.70 -1.99
H 5.27 0.87 1.72
N 1.16 1.76 -0.08
N 2.98 -1.50 -0.31
H -2.32 2.02 1.31
H -2.05 -0.08 -2.38
C 1.83 -2.24 -0.23
H 5.38 -0.46 -0.61
C 0.61 -1.75 -0.06
N -0.19 1.76 -0.04
C -2.64 0.57 -1.69
*
```


Entry 2:
This record from OMol25 describes a 2-piece molecular cluster, C11H16NO6S overall in a non-equilibrium geometry. The level of theory is wB97M-V/def2-TZVPD.

- lowest unoccupied orbital energy (eV) = 0.228
- frontier orbital gap (eV) = 2.35
- M (g mol⁻¹) = 290.32
- E_HOMO (Eh) = -0.078
- total energy (Eh) = -1333.08522

Geometry as ORCA input:
```
! RIJCOSX wB97M-V def2-TZVPD def2/J DEFGRID3
* xyz -1 1
C -0.32 -1.01 -0.96
C 0.49 1.22 -0.16
H -1.22 -1.16 -0.39
O 1.72 -3.34 0.06
C -0.03 0.43 -1.33
H 0.54 -2.22 -2.51
O 1.69 -5.74 0.44
C -0.29 1.68 0.92
H 2.50 1.23 -0.93
C -0.54 2.95 3.11
N 2.37 2.23 0.88
O -0.36 -4.56 -0.17
C -0.45 -1.85 -2.25
H 0.75 0.44 -2.09
C 1.63 2.67 1.93
O 0.63 -4.24 2.03
H -3.03 0.09 1.32
O -2.56 2.25 0.68
H -0.69 4.03 3.01
H -1.53 2.50 3.09
H 0.51 -1.47 -0.40
H -1.82 -0.41 -3.23
C 0.28 2.42 1.97
H -1.06 -2.73 -2.08
H -0.91 0.95 -1.72
H 2.16 3.21 2.70
C -1.76 1.40 0.97
C -1.01 -1.11 -3.48
C 1.84 1.53 -0.13
H -1.42 -1.79 -4.21
H -0.25 -0.51 -3.98
O -2.06 0.19 1.37
S 0.92 -4.49 0.60
H 3.35 2.44 0.87
H -0.05 2.78 4.07
*
```


Entry 3:
This record from OMol25 describes C11H16O5PTi as an isolated structure in a non-equilibrium geometry. The level of theory is wB97M-V/def2-TZVPD.

- lowest unoccupied orbital energy (alpha / beta) (eV) = -5.758 / -5.581
- frontier orbital gap (alpha / beta) (eV) = 6.52 / 7.67
- M (g mol⁻¹) = 307.08
- E_HOMO (alpha / beta) (Eh) = -0.451 / -0.487
- total energy (Eh) = -1995.35793
- energy relative to the best compared isomer or geometry (same formula, charge and spin) (kcal per mole) = 43.9

Geometry as ORCA input:
```
! RIJCOSX wB97M-V def2-TZVPD def2/J DEFGRID3
* xyz 1 3
H 1.18 -1.02 2.90
O 2.61 0.68 -2.66
C 1.87 0.36 -1.77
H 4.23 -1.86 -1.28
O -4.94 1.46 -1.97
H 3.40 -3.32 0.73
C 3.49 -0.23 1.22
O -0.40 0.54 1.61
C -0.63 -1.79 -0.09
H 5.11 -1.64 0.75
C 1.49 -1.94 2.36
H 2.94 -3.59 2.59
P 2.11 -1.31 0.72
H 3.12 0.33 2.10
C 2.75 -2.86 -0.02
H 3.26 -2.15 3.64
H 1.92 -3.24 4.00
C 0.64 1.33 1.36
C 2.48 -2.78 3.18
H 0.56 -2.51 2.13
H -0.34 -0.51 -1.72
H 3.60 0.50 0.41
H 4.10 -3.63 -1.50
C 4.80 -0.95 1.55
C -4.38 1.10 -1.05
O -1.46 -2.55 0.25
H 5.59 -0.19 1.65
H 1.90 -3.56 -0.13
H 2.84 -2.56 -2.20
H 4.74 -1.47 2.52
Ti 0.44 -0.12 -0.41
C 1.01 2.44 2.12
C 3.52 -2.70 -1.34
O 1.33 3.58 2.42
*
```


Entry 4:
This record from OMol25 describes C11H17AlF8I2NO as an isolated structure in a non-equilibrium geometry. The level of theory is wB97M-V/def2-TZVPD.

- lowest unoccupied orbital energy (eV) = 2.291
- frontier orbital gap (eV) = 7.37
- M (g mol⁻¹) = 612.04
- E_HOMO (Eh) = -0.186
- total energy (Eh) = -2196.11441

Geometry as ORCA input:
```
! RIJCOSX wB97M-V def2-TZVPD def2/J DEFGRID3
* xyz -1 1
I -0.35 -4.14 6.18
H 2.25 -4.83 4.75
C 2.44 -3.77 5.06
F -0.22 6.14 -4.61
C 0.11 1.55 -2.50
F -1.74 1.57 -1.03
F 0.42 0.30 -2.06
C 0.69 1.65 -3.94
H -0.49 -3.33 3.50
H -0.01 1.27 -4.69
H 0.58 -1.28 0.41
H 1.39 0.11 3.31
H 3.26 -3.30 4.48
F -1.84 2.92 -2.70
H -1.82 -3.34 1.69
N -2.13 -1.34 -0.58
H 1.27 -2.00 5.44
C 0.50 -2.82 3.50
H 2.79 -3.84 6.12
H -1.53 -0.73 -1.13
C 0.56 5.19 -4.05
F 1.07 4.20 -6.10
H 1.52 0.95 -3.95
F 0.78 2.41 -1.70
H -3.38 -2.72 1.09
F -0.72 3.49 -5.16
C -0.27 -0.82 0.97
H -1.95 0.95 -2.89
F 0.08 4.97 -2.81
I 1.68 -3.81 1.96
H -2.59 -1.88 2.52
C -1.62 -1.51 0.59
H -1.16 -0.26 3.75
C -1.40 1.71 -2.33
C -2.43 -2.41 1.56
C 0.52 3.91 -4.90
H 1.58 5.56 -3.96
O 1.29 2.89 -4.35
Al 0.14 -0.86 3.00
H -0.37 0.24 0.65
C 1.08 -2.99 4.96
*
```


Entry 5:
This record from OMol25 describes C11H17BClCrF4N3OS as an isolated structure. The level of theory is wB97M-V/def2-TZVPD.

- lowest unoccupied orbital energy (alpha / beta) (eV) = 2.365 / 2.367
- frontier orbital gap (alpha / beta) (eV) = 6.19 / 5.84
- M (g mol⁻¹) = 413.60
- E_HOMO (alpha / beta) (Eh) = -0.141 / -0.128
- total energy (Eh) = -2996.32322
- energy relative to the best compared isomer or geometry (same formula, charge and spin) (kcal per mole) = 0.0

Geometry as ORCA input:
```
! RIJCOSX wB97M-V def2-TZVPD def2/J DEFGRID3
* xyz -1 2
H -6.39 -0.71 -1.16
C 0.04 2.24 -4.25
N -1.02 2.52 -2.09
C -6.10 0.05 -0.44
F 0.19 -1.79 -0.14
N -1.82 0.25 -0.01
B -0.01 -3.22 -0.35
C 1.29 1.85 -3.48
H -4.60 1.69 1.19
H 0.01 -0.77 2.57
H -0.01 1.69 -5.19
H -6.56 -0.19 0.52
H -2.09 2.30 -3.85
C -4.60 0.12 -0.29
H -1.73 -1.28 -1.40
H 2.19 2.14 -4.02
N 1.30 2.50 -2.18
C 0.17 2.57 -1.44
C -1.17 1.91 -3.39
H 0.06 3.31 -4.47
F -0.56 -3.75 0.81
H 2.09 2.28 -1.60
H -4.16 -1.45 -1.71
F -0.93 -3.34 -1.42
C -2.63 1.04 0.70
C -3.76 -0.71 -1.02
Cl 1.56 0.87 3.26
C -4.00 1.02 0.59
H -1.81 2.55 -1.47
F 1.20 -3.80 -0.68
C -2.39 -0.62 -0.85
H 1.33 0.76 -3.34
O 1.98 0.38 -0.40
S 0.25 2.84 0.23
H -2.13 1.73 1.38
H -0.68 0.84 2.62
Cr 0.51 0.35 0.18
H -1.27 0.82 -3.30
C 0.17 0.26 2.24
H -6.50 1.01 -0.76
*
```


Entry 6:
This record from OMol25 describes an isolated ion of composition C11H17BFN2O4S and charge +1 in a non-equilibrium geometry. The level of theory is wB97M-V/def2-TZVPD.

- lowest unoccupied orbital energy (eV) = -4.716
- frontier orbital gap (eV) = 8.77
- M (g mol⁻¹) = 303.14
- E_HOMO (Eh) = -0.496
- total energy (Eh) = -1362.54329
- energy relative to the best compared isomer or geometry (same formula, charge and spin) (kcal per mole) = 0.0

Geometry as ORCA input:
```
! RIJCOSX wB97M-V def2-TZVPD def2/J DEFGRID3
* xyz 1 1
H -0.48 3.14 0.52
C -0.47 0.90 -0.44
H -1.03 -2.79 2.52
O 2.13 -2.22 1.57
C -4.39 0.64 -1.76
C -3.12 -0.14 -2.08
H 3.33 1.14 0.00
C 1.12 1.09 1.56
H 2.00 2.99 2.08
H 1.30 -2.20 -1.72
H -0.32 -4.18 0.98
O 3.55 -1.12 0.25
H -0.60 -1.37 1.91
H -5.05 0.05 -1.12
H -4.12 1.52 -1.17
C 2.41 -1.36 0.55
C -0.26 -0.79 -2.03
C 3.35 1.99 0.68
H 3.78 2.86 0.18
B 0.82 -2.76 1.59
H -2.96 -0.87 -1.27
H -4.95 0.94 -2.65
H 4.01 1.76 1.52
O 0.56 -3.85 0.80
H 1.69 0.37 2.15
N -0.89 0.29 -1.55
C 0.79 -1.31 -1.37
O -1.97 0.75 -2.22
F 0.04 1.46 2.35
N -0.23 -2.17 2.43
C 1.24 -0.73 -0.19
H 1.45 2.89 0.39
H -3.23 -0.74 -2.99
H -0.62 -1.28 -2.93
C 0.61 0.41 0.28
C 1.94 2.34 1.21
S -1.42 2.33 -0.01
*
```